[1]
Formula: C20H65N19O11
Source: OMol25
Level of theory: the ωB97M-V functional and the def2-TZVPD basis

The geometry in XYZ format:
```
115
C20H65N19O11, DFT the ωB97M-V functional and the def2-TZVPD basis
O -4.14 -0.98 1.25
O 1.35 -0.48 1.35
O -0.93 1.21 5.47
O -0.24 4.67 -1.20
O 1.56 -2.70 -3.43
O 0.67 -3.45 2.18
O -2.18 -1.16 -1.51
O -5.13 3.32 -0.72
O 2.98 -5.41 -1.48
O -0.04 -0.54 -5.32
O 4.90 2.40 -4.28
N 3.04 0.43 2.42
N -4.56 -1.90 -0.67
N -2.85 -2.03 5.24
N -4.11 1.53 -1.24
N -4.61 1.77 0.88
N -1.21 -0.48 0.36
N -0.95 -4.06 3.61
N 2.14 -3.63 -0.36
N 1.62 3.19 1.61
N 3.37 2.35 -0.80
N -0.56 -2.00 3.28
N -1.59 0.42 -4.02
N -0.06 -1.04 -1.33
N 1.39 -3.33 -5.54
N -0.13 1.63 -5.09
N 3.35 -1.43 1.59
N 2.38 -5.43 0.65
N 1.83 -4.78 -4.08
N -5.66 -2.65 1.01
C 2.51 -4.85 -0.46
C -1.41 -0.07 5.84
C -4.81 -1.77 0.58
C 0.69 4.58 -0.18
C 3.29 0.47 -2.31
C 5.22 3.60 -5.12
C -0.18 1.29 4.33
C -0.85 3.48 1.42
C 2.50 -0.50 1.70
C -4.64 2.28 -0.33
C -1.21 -0.86 -0.84
C 4.06 2.73 -3.22
C -2.57 -0.57 5.01
C -0.20 -3.24 2.96
C 1.60 -3.54 -4.32
C 0.49 3.38 0.70
C -0.54 0.45 -4.80
C 4.02 1.75 -2.03
C -3.97 0.11 5.28
C -0.13 3.55 -2.14
H -3.68 0.62 -1.18
H 2.05 -5.12 -3.16
H -1.80 -3.62 3.93
H 2.09 -3.06 -1.19
H -0.52 2.60 -1.78
H -0.59 -0.75 5.58
H -0.68 2.45 -4.88
H -0.32 -0.24 0.76
H 1.72 -5.00 1.28
H -4.74 -0.24 4.59
H -4.15 1.94 -2.16
H 1.59 -4.07 -6.20
H -2.06 -0.19 0.82
H -3.76 -1.41 -1.03
H 4.48 3.51 -5.92
H 0.71 -0.89 -0.69
H -4.89 2.30 1.69
H 1.68 4.50 -0.62
H -0.69 0.77 3.52
H -3.89 1.19 5.19
H 1.69 -5.52 -4.75
H 2.59 -6.41 0.56
H 4.06 2.27 -0.07
H -0.09 -1.24 2.81
H -0.65 3.78 -3.07
H -2.17 -0.47 4.00
H 1.24 -2.39 -5.87
H 0.78 0.77 4.43
H -1.19 2.49 1.74
H -1.24 -1.91 4.02
H 1.70 -3.30 0.48
H 3.63 -0.18 -1.50
H -5.03 -2.68 -1.11
H 0.04 2.34 4.19
H 0.90 3.25 -2.35
H 0.75 1.74 -5.58
H -2.14 1.25 -3.86
H -1.00 4.25 2.18
H -1.98 -0.46 -3.71
H 3.53 0.01 -3.27
H 3.09 2.91 -3.69
H 5.09 1.61 -1.84
H -5.60 -2.77 2.01
H 2.48 3.02 1.11
H -4.35 0.81 1.06
H -3.73 -2.18 4.75
H 0.06 -1.32 -2.29
H 4.04 0.47 2.47
H 3.17 -2.28 1.07
H -4.38 -0.09 6.27
H -1.69 -0.08 6.89
H -3.09 -2.13 6.22
H 2.46 1.21 2.73
H -1.63 3.75 0.72
H 2.57 1.83 -0.48
H 5.22 4.53 -4.57
H 4.29 -1.30 1.95
H 2.21 0.61 -2.34
H 0.66 5.49 0.43
H -6.25 -3.17 0.37
H -0.87 -5.06 3.47
H 6.21 3.39 -5.55
H 1.90 3.97 2.20
H 4.21 3.70 -2.75
H 0.50 2.50 0.05
```

The SMILES is COC[C@H](C)N.COC[C@H](C)N.COC[C@H](C)N.NC(N)=O.NC(N)=O.NC(N)=O.NC(N)=O.NC(N)=O.NC(N)=O.NC(N)=O.NC(N)=O.

These are the Mulliken partial charges, in e, on atoms 1 to 2: O -0.522; O -0.459

---

[2]
Formula: C46H94N3O14
Source: OMol25
Level of theory: the ωB97M-V functional and the def2-TZVPD basis

The geometry in XYZ format:
```
157
C46H94N3O14, DFT the ωB97M-V functional and the def2-TZVPD basis
O 3.95 -6.72 2.63
O 10.07 10.70 0.14
O 5.03 2.87 -3.34
O 1.09 -11.01 5.68
O 10.42 6.59 -2.09
O 6.47 1.21 -3.58
O -13.15 -0.67 -2.74
O 3.19 -8.55 1.64
O 1.85 -9.19 6.69
O 9.29 5.06 -3.24
O -12.22 0.48 -0.91
O -13.15 -2.48 -7.01
O -13.20 -3.50 -8.98
O 12.22 10.69 0.66
N -4.86 2.78 2.70
N -5.99 0.76 3.30
N -6.53 1.58 1.12
C -4.03 3.25 1.54
C 2.71 -9.90 1.67
C -13.90 -1.50 -0.52
C -0.90 2.96 -1.10
C -2.49 3.48 1.96
C 1.20 -9.95 1.76
C -10.93 -0.11 -0.61
C -1.83 4.50 0.91
C 11.95 6.63 -0.20
C -15.24 -2.50 -8.30
C 2.05 1.75 -0.55
C 3.59 1.35 -0.70
C 2.87 -8.27 4.06
C 2.65 -1.19 -0.53
C 0.61 -12.36 5.70
C -8.78 1.36 0.02
C 7.66 0.63 -4.15
C 8.86 0.86 -3.25
C 0.76 -10.74 8.10
C -0.90 -12.41 5.78
C 3.92 -0.21 -0.49
C -13.68 -1.56 -6.04
C 0.31 3.02 -2.18
C 2.03 -2.96 1.43
C 9.65 5.49 -2.16
C 3.40 -7.80 2.73
C 9.33 4.74 -0.89
C 8.25 12.33 0.07
C 1.26 -3.85 0.31
C 0.18 -4.88 0.92
C 2.05 -1.43 0.95
C 1.34 1.80 -2.01
C -0.57 3.78 0.23
C 10.85 11.96 2.10
C 7.12 3.48 -4.25
C 11.10 11.05 0.93
C -14.59 -2.27 -5.07
C 10.75 7.27 -0.87
C -10.21 0.78 0.53
C 6.12 2.50 -3.72
C -13.78 -2.84 -8.14
C 8.68 10.93 0.45
C -13.08 -0.54 -1.49
C 1.30 -10.26 6.78
C -7.98 1.97 1.28
C -5.78 1.71 2.36
H 7.86 3.04 -4.92
H -10.24 -0.20 -1.52
H 4.18 1.93 0.10
H 8.48 10.70 1.50
H -15.54 -1.61 -7.76
H 3.57 -7.96 4.84
H 8.45 12.51 -0.99
H -4.05 2.56 0.63
H -5.40 0.66 4.14
H -8.02 3.11 1.31
H -14.07 -3.10 -4.58
H 1.46 1.15 0.22
H -6.10 2.07 0.33
H -4.45 4.28 1.24
H 7.63 3.97 -3.42
H 11.06 12.99 1.80
H -4.17 2.33 3.35
H 0.68 -11.82 8.18
H 1.37 -3.01 2.37
H -8.37 1.47 2.23
H 9.84 11.90 2.50
H 0.94 -1.09 0.90
H -13.23 -2.38 -0.21
H 1.82 -0.88 -1.24
H 0.75 -9.39 0.93
H -0.21 -10.28 8.28
H -14.15 -0.71 -6.53
H -0.15 2.92 -3.23
H 11.01 8.29 -1.15
H 0.84 4.04 -2.17
H 3.05 -3.37 1.72
H -2.48 3.90 3.04
H 1.10 -12.94 6.49
H -10.09 0.12 1.46
H 0.84 -9.48 2.68
H 8.32 4.33 -0.98
H 0.66 -3.12 -0.37
H -1.34 -11.85 4.95
H 6.59 4.23 -4.84
H -14.84 -1.92 -1.04
H 3.20 -10.47 2.46
H 7.47 -0.44 -4.24
H -1.13 1.85 -0.84
H 3.04 -2.21 -0.94
H 9.89 7.34 -0.21
H 2.78 -9.35 4.14
H -1.27 -11.95 6.70
H 0.23 4.56 -0.04
H 0.94 -12.81 4.76
H 7.82 1.00 -5.17
H -10.91 1.66 0.76
H 11.52 11.68 2.91
H -15.84 -3.35 -7.99
H -1.85 3.37 -1.61
H 2.07 -4.34 -0.32
H 8.11 10.20 -0.13
H 4.60 -0.53 -1.37
H 0.74 -5.81 1.26
H 1.46 -10.43 8.89
H -0.31 -4.35 1.82
H 12.23 7.18 0.70
H -8.95 2.21 -0.74
H -0.63 -5.09 0.13
H 4.50 -0.36 0.48
H -15.43 -2.29 -9.36
H 2.15 1.89 -2.82
H -1.42 5.40 1.52
H -15.46 -2.70 -5.57
H -2.57 4.95 0.15
H -1.97 2.46 1.89
H -8.22 0.48 -0.45
H -1.25 -13.44 5.74
H 2.53 -0.71 1.71
H 0.84 -10.98 1.73
H -0.06 3.07 0.99
H 4.00 1.69 -1.71
H 3.03 -10.36 0.73
H 1.90 -7.81 4.24
H -14.95 -1.58 -4.30
H 0.83 0.79 -2.18
H 8.81 13.09 0.62
H 9.74 0.37 -3.67
H 8.66 0.45 -2.26
H 2.03 2.85 -0.18
H 11.75 5.59 0.08
H -11.13 -1.15 -0.16
H 7.19 12.47 0.26
H -6.83 0.17 3.20
H -12.82 -1.16 -5.50
H 12.80 6.60 -0.89
H -14.22 -0.97 0.44
H 9.07 1.92 -3.13
H 10.04 3.93 -0.76
H 9.32 5.37 0.00
```

As for the net charge: +1.

These are the Mulliken partial charges, in e, on atoms 1 to 2: O -0.595; O -0.335

---

[3]
Formula: C8H6BrNOS
Source: OMol25
Level of theory: the ωB97M-V functional and the def2-TZVPD basis

The geometry in XYZ format:
```
18
C8H6BrNOS, DFT the ωB97M-V functional and the def2-TZVPD basis
Br -4.34 1.89 2.09
S -2.94 1.14 -0.64
O -1.42 2.62 2.59
N -2.87 1.95 0.93
C -1.40 -1.19 -0.83
C 0.79 -1.20 0.29
C -1.49 0.14 -0.41
C 0.68 0.11 0.59
C -0.43 0.84 0.08
C -0.61 2.33 0.42
C -0.24 -1.86 -0.50
C -1.69 2.35 1.44
H 0.26 2.72 0.85
H -0.73 2.83 -0.61
H 1.27 0.68 1.25
H 1.46 -1.98 0.72
H -0.03 -2.87 -0.95
H -2.20 -1.59 -1.39
```

The SMILES is O=C1Cc2ccccc2SN1Br.

These are the Mulliken partial charges, in e, on atoms 1 to 2: Br 0.017; S -0.065

---

[4]
Formula: C13H17N
Source: OMol25
Level of theory: the ωB97M-V functional and the def2-TZVPD basis

The geometry in XYZ format:
```
31
C13H17N, DFT the ωB97M-V functional and the def2-TZVPD basis
N 1.04 -1.55 0.02
C 1.96 -0.44 -0.28
C 2.24 3.31 -0.32
C 3.01 -0.02 0.76
C 1.92 2.02 -0.37
C -0.21 -1.61 -0.81
C -1.30 -0.09 1.02
C 1.68 -2.73 0.47
C 1.45 0.89 -0.68
C -2.56 -0.48 -1.12
C -1.44 -0.69 -0.27
C -3.41 1.10 0.57
C -2.36 0.78 1.51
C -3.59 0.29 -0.52
H -2.30 1.40 2.39
H 0.77 0.96 -1.49
H 3.83 0.51 0.22
H 2.53 -0.52 -1.28
H 2.46 -2.52 1.28
H -4.46 1.48 0.70
H 2.45 0.35 1.81
H 2.90 3.68 -1.11
H 2.22 -3.18 -0.37
H -2.84 -0.99 -2.08
H 1.59 4.22 0.26
H -4.38 0.23 -1.43
H -0.54 -2.65 -0.76
H 3.47 -0.95 0.96
H 0.10 -1.38 -1.84
H 1.06 -3.49 1.20
H -0.34 -0.24 1.50
```

The SMILES is C=C=C[C@@H](C)N(C)Cc1ccccc1.

These are the Mulliken partial charges, in e, on atoms 1 to 2: N 0.464; C 0.316

---

[5]
Formula: C21H30NO2
Source: OMol25
Level of theory: the ωB97M-V functional and the def2-TZVPD basis

The geometry in XYZ format:
```
54
C21H30NO2, DFT the ωB97M-V functional and the def2-TZVPD basis
O -0.75 0.08 1.72
O -1.73 -0.40 3.68
N 1.03 -2.06 2.02
C 2.39 -2.35 2.51
C -0.51 -2.04 -5.11
C -2.04 -0.48 -2.07
C -1.47 -1.61 -4.22
C 2.54 -1.57 3.82
C -2.67 0.63 3.31
C 0.53 -2.81 0.96
C -0.54 -3.14 -1.29
C 1.14 -1.15 4.23
C -1.12 -0.75 -3.13
C 0.07 -5.17 0.10
C -3.43 -1.02 -2.20
C -0.21 -2.32 -0.10
C -0.07 -4.60 -1.30
C 0.82 -1.63 -4.97
C 0.19 -1.66 3.13
C -0.80 -0.59 2.74
C -1.85 0.69 -1.18
C 0.96 -4.27 0.95
C 0.20 -0.21 -3.11
C 1.16 -0.67 -4.01
H -2.82 0.96 -0.74
H 3.13 -2.09 1.75
H -0.75 -5.20 -1.92
H 0.83 -1.58 5.19
H 1.99 -4.32 0.57
H 0.46 0.52 -2.34
H -2.51 -1.93 -4.33
H -3.22 0.33 2.42
H 3.01 -2.19 4.58
H 3.17 -0.70 3.65
H 0.91 -4.63 -1.79
H -0.40 -2.52 3.51
H -2.13 1.57 3.12
H 2.52 -3.43 2.73
H 0.48 -6.17 0.07
H -0.50 -1.28 -0.12
H 1.07 -0.06 4.33
H -4.03 -0.74 -1.32
H -0.08 -2.65 -2.16
H -3.92 -0.59 -3.09
H -1.47 1.56 -1.74
H -1.18 0.51 -0.34
H 1.59 -2.00 -5.66
H -3.33 0.72 4.17
H -3.46 -2.12 -2.30
H -0.92 -5.23 0.57
H 0.98 -4.65 1.98
H -0.80 -2.70 -5.94
H 2.17 -0.25 -3.97
H -1.62 -3.08 -1.46
```

As for the net charge: +1.

These are the Mulliken partial charges, in e, on atoms 1 to 2: O -0.686; O -0.333

---

[6]
Formula: C5H11N
Source: OMol25
Level of theory: the ωB97M-V functional and the def2-TZVPD basis

The geometry in XYZ format:
```
17
C5H11N, DFT the ωB97M-V functional and the def2-TZVPD basis
N 0.97 -0.46 0.49
C -0.87 0.14 -1.11
C -0.25 -0.71 -0.03
C 1.51 0.75 1.07
C 1.53 -1.69 0.32
C -2.09 0.90 -0.58
H -2.60 1.47 -1.37
H 2.40 1.10 0.53
H 0.74 1.52 1.04
H 1.99 -2.22 1.15
H -0.12 0.84 -1.50
H 1.79 0.58 2.12
H 1.63 -2.08 -0.69
H -1.79 1.61 0.21
H -0.86 -1.47 0.44
H -2.81 0.21 -0.14
H -1.17 -0.49 -1.95
```

These are the Mulliken partial charges, in e, on atoms 1 to 2: N 0.141; C -0.379

---

The molecular weight results, record by record, are as follows: 747.9, 913.3, 244.1, 187.3, 328.5, 85.1 u.
The highest occupied orbital energy results, record by record, are as follows: -8.9, -10.8, -9.1, -8.3, -10.3, -7.4 eV.